183
Properties=species:S:1:pos:R:3:lowdin_charge:R:1 method="wB97M-V/def2-TZVPD" relative_energy_kcal_mol=147.2 charge=0
C 4.24944 -10.21231 -6.17712 -0.01
C 3.71497 -11.45230 -5.34680 -0.49
C 4.40246 -11.53508 -3.96233 -0.13
C 3.83571 -10.63475 -2.79638 -0.16
C 2.34580 -11.02742 -2.60443 -0.14
C 1.62401 -10.70480 -3.97331 -0.46
N 2.20090 -11.49659 -5.06178 -0.12
O 1.44700 -11.49718 -6.20399 0.00
C 0.16013 -11.18404 -3.64257 -0.05
C 1.56062 -9.12150 -4.21333 -0.03
C 4.09139 -12.70776 -6.04252 -0.06
H 3.85254 -10.33748 -7.18455 0.07
H 5.32983 -10.06894 -6.16012 0.08
H 3.85415 -9.26127 -5.82025 0.06
H 4.55148 -12.54277 -3.57445 0.11
H 5.42710 -11.20778 -4.13859 0.11
H 3.90904 -9.55140 -2.89171 0.09
H 4.42399 -10.87051 -1.90955 0.10
H 1.86143 -10.54251 -1.75688 0.11
H 2.23113 -12.09677 -2.42715 0.11
H -0.17401 -10.74168 -2.70407 0.08
H -0.49606 -10.88822 -4.46109 0.07
H 0.06464 -12.26557 -3.54624 0.08
H 1.20040 -8.80853 -5.19333 0.07
H 0.95527 -8.62011 -3.45820 0.08
H 2.50039 -8.56965 -4.19334 0.05
H 3.62359 -13.50428 -5.46391 0.10
H 5.16638 -12.70819 -6.22284 0.10
H 3.54591 -12.66126 -6.98506 0.08
H 1.43770 -10.59423 -6.52986 0.09
C 1.74890 2.43028 10.16760 -0.04
C 2.62364 3.39207 9.34588 -0.45
C 3.78207 2.57335 8.70399 -0.15
C 3.43545 1.72712 7.48140 -0.20
C 2.75313 2.64102 6.47675 -0.14
C 1.50393 3.39538 7.04396 -0.45
N 1.80164 4.11315 8.31355 -0.15
O 0.81381 4.94135 8.81637 0.00
C 1.14516 4.58131 6.05019 -0.04
C 0.36947 2.39334 7.16651 -0.03
C 3.28049 4.42246 10.34339 -0.03
H 2.12864 2.05164 11.11656 0.08
H 1.57752 1.54173 9.55998 0.07
H 0.80481 2.95615 10.30999 0.08
H 4.73080 3.09006 8.55894 0.12
H 4.06989 1.79677 9.41265 0.11
H 2.84645 0.84033 7.71547 0.10
H 4.39382 1.25186 7.27224 0.11
H 2.57968 2.03441 5.58790 0.12
H 3.54356 3.32583 6.16960 0.12
H 1.88235 5.37976 5.96581 0.08
H 1.15757 4.12109 5.06219 0.07
H 0.18999 5.07652 6.22487 0.08
H -0.13401 2.40081 8.13324 0.08
H -0.35568 2.58853 6.37648 0.08
H 0.62712 1.34457 7.01887 0.08
H 3.53298 5.41090 9.95953 0.08
H 4.26709 4.08301 10.65883 0.07
H 2.81206 4.34554 11.32460 0.07
H 1.16697 5.80214 8.57990 0.10
C 1.25226 13.83005 0.56938 -0.05
C 0.70079 12.86032 -0.48532 -0.45
C 1.41183 13.26418 -1.81508 -0.17
C 1.51388 12.18654 -2.85466 -0.20
C 2.03568 10.92043 -2.23048 -0.15
C 1.26344 10.41537 -1.01668 -0.51
N 1.10624 11.49612 0.00421 -0.09
O 0.45743 11.18423 1.21233 -0.01
C -0.11418 9.84245 -1.49678 -0.03
C 2.09049 9.28107 -0.49367 -0.05
C -0.87898 13.11487 -0.64115 -0.01
H 0.90845 13.54196 1.56282 0.08
H 1.06050 14.89327 0.42491 0.08
H 2.31989 13.62645 0.48686 0.08
H 0.85480 14.10728 -2.22375 0.11
H 2.38785 13.74877 -1.78965 0.11
H 2.11810 12.56905 -3.67727 0.11
H 0.50645 12.23632 -3.26782 0.11
H 3.05796 11.06498 -1.88098 0.13
H 2.06609 10.15932 -3.01016 0.12
H -0.82736 9.58004 -0.71535 0.08
H -0.62610 10.36826 -2.30273 0.07
H 0.01531 8.85345 -1.93635 0.08
H 2.99659 9.59896 0.02213 0.09
H 1.45235 8.65377 0.12871 0.09
H 2.39174 8.65042 -1.33011 0.09
H -1.06553 14.11308 -1.03725 0.08
H -1.44589 12.85914 0.25400 0.07
H -1.22427 12.30137 -1.27918 0.05
H -0.47285 11.03476 1.02836 0.08
C -4.57988 1.17083 0.44913 -0.02
C -4.07501 0.23308 -0.68091 -0.47
C -2.55580 0.58745 -0.91113 -0.12
C -1.62108 -0.28048 0.03462 -0.18
C -1.94653 -1.74838 -0.15558 -0.15
C -3.44314 -2.10797 0.05674 -0.47
N -4.34266 -1.21360 -0.68061 -0.12
O -5.66189 -1.44123 -0.35488 -0.01
C -3.68366 -3.57418 -0.39611 -0.03
C -3.70979 -2.10238 1.60043 -0.03
C -4.60990 0.67233 -2.05594 -0.06
H -5.61826 0.84958 0.53073 0.08
H -4.55845 2.22707 0.18084 0.08
H -4.01918 1.07892 1.37933 0.07
H -2.15759 0.49175 -1.92127 0.11
H -2.31652 1.60361 -0.59765 0.11
H -1.79816 -0.04922 1.08498 0.10
H -0.58195 0.01774 -0.10454 0.11
H -1.34153 -2.22142 0.61793 0.11
H -1.55697 -2.07899 -1.11840 0.12
H -4.72621 -3.89063 -0.36380 0.07
H -3.51619 -3.60600 -1.47270 0.08
H -3.02196 -4.24685 0.14955 0.09
H -2.97250 -2.70108 2.13528 0.08
H -3.74371 -1.09478 2.01478 0.07
H -4.62101 -2.59514 1.93946 0.07
H -5.62894 0.31790 -2.21101 0.07
H -4.20196 0.05923 -2.85955 0.08
H -4.60041 1.72558 -2.33646 0.09
H -6.09505 -1.69205 -1.17406 0.11
C 5.12899 1.72309 -2.66726 -0.04
C 6.23906 0.69395 -2.24638 -0.49
C 7.02654 1.47216 -1.14572 -0.14
C 8.01667 0.61773 -0.41249 -0.20
C 7.26891 -0.54280 0.18910 -0.16
C 6.35403 -1.36921 -0.78105 -0.52
N 5.61738 -0.49565 -1.66965 -0.12
O 4.82151 -1.19195 -2.56803 0.01
C 7.25415 -2.34792 -1.41938 -0.04
C 5.34418 -2.06950 0.21406 -0.03
C 7.08463 0.42123 -3.47661 -0.03
H 4.48800 1.71106 -1.78573 0.08
H 4.51461 1.33185 -3.47816 0.07
H 5.33255 2.76756 -2.90333 0.08
H 7.71934 2.21802 -1.53536 0.12
H 6.37128 2.06964 -0.51190 0.12
H 8.52704 1.14685 0.39228 0.12
H 8.73735 0.16825 -1.09564 0.11
H 6.72147 -0.21053 1.07115 0.11
H 7.97284 -1.21093 0.68527 0.11
H 6.73113 -3.04589 -2.07312 0.09
H 7.93343 -1.70859 -1.98325 0.07
H 7.76295 -2.94622 -0.66356 0.09
H 5.81306 -2.80145 0.87171 0.08
H 4.76859 -1.31291 0.74733 0.08
H 4.64114 -2.67345 -0.35960 0.07
H 6.41793 0.05784 -4.25865 0.09
H 7.96700 -0.17508 -3.24437 0.07
H 7.50739 1.36097 -3.83194 0.09
H 3.95234 -1.21791 -2.16124 0.11
O -6.04067 -8.59428 -5.29596 -0.05
H -5.77896 -7.72584 -4.99010 0.03
H -6.27394 -9.06939 -4.49841 0.02
O -9.10052 5.95572 -2.26475 -0.05
H -9.13693 5.00201 -2.19160 0.03
H -8.83190 6.25302 -1.39545 0.03
O -9.09677 4.69686 2.14232 -0.05
H -9.55206 4.90236 2.95884 0.03
H -8.46151 4.02314 2.38478 0.03
O -7.98618 -1.25112 4.91544 -0.05
H -7.43211 -1.93120 5.29849 0.03
H -7.78937 -1.28032 3.97916 0.03
O -7.88233 -7.71990 1.95097 -0.06
H -7.87453 -6.93833 2.50353 0.03
H -8.34797 -7.44964 1.15954 0.03
O -10.16045 -3.12430 -3.04317 -0.06
H -9.94209 -4.02006 -3.30041 0.03
H -11.10907 -3.13565 -2.91586 0.03
O -6.94365 -10.41153 -1.44316 -0.05
H -6.91887 -9.92627 -0.61846 0.02
H -6.80796 -11.32426 -1.18873 0.03
O -10.10173 1.53572 -1.32715 -0.05
H -10.02561 0.64368 -1.66586 0.02
H -10.61038 1.44393 -0.52150 0.03
O -7.58697 -5.55276 6.32262 -0.06
H -7.28450 -6.32264 6.80432 0.03
H -8.12488 -5.07207 6.95176 0.03
O -5.19240 -3.35117 -5.28166 -0.05
H -5.84621 -2.82183 -5.73834 0.03
H -5.25001 -3.06880 -4.36887 0.02
O -6.88684 -0.20928 -8.46731 -0.06
H -6.26349 -0.48500 -9.13937 0.03
H -7.37826 0.50435 -8.87407 0.03

---

45
Properties=species:S:1:pos:R:3:lowdin_charge:R:1 method="wB97M-V/def2-TZVPD" relative_energy_kcal_mol=18.7 smiles=CCO.CCO.CCO.CCO.CCO charge=0
C -6.14887 9.90702 -22.69114 -0.08
C -6.93292 8.62866 -22.49903 -0.30
O -6.32844 7.79167 -21.50850 -0.09
H -5.08837 9.64817 -22.76739 0.07
H -6.24179 10.61459 -21.86533 0.08
H -6.41703 10.43286 -23.60862 0.07
H -7.09821 8.09278 -23.43244 0.10
H -7.94184 8.86807 -22.13965 0.10
H -6.01245 8.36076 -20.79976 0.10
C -9.53481 9.39785 -24.56908 -0.10
C -10.49292 10.25331 -25.38056 -0.30
O -9.75559 11.15739 -26.22176 -0.09
H -8.85170 8.80645 -25.17354 0.06
H -10.12799 8.77188 -23.89109 0.08
H -8.96437 10.04695 -23.90398 0.06
H -11.02927 10.90042 -24.68523 0.11
H -11.16921 9.63901 -25.97733 0.11
H -9.65913 10.78784 -27.10249 0.07
C -5.58887 10.12486 -27.39576 -0.08
C -5.89824 8.98377 -26.44359 -0.34
O -6.08767 7.75270 -27.10750 -0.07
H -4.81362 9.81424 -28.09848 0.08
H -5.19747 10.98902 -26.85589 0.07
H -6.45894 10.42730 -27.97920 0.07
H -6.75442 9.23967 -25.80386 0.08
H -5.12260 8.82972 -25.68775 0.10
H -6.95580 7.69952 -27.51352 0.08
C -2.14831 7.53975 -23.65319 -0.08
C -2.96160 7.15552 -22.42520 -0.32
O -2.18957 7.35807 -21.26139 -0.07
H -1.76302 6.67762 -24.20451 0.07
H -1.28950 8.14577 -23.36854 0.08
H -2.76032 8.05846 -24.39372 0.06
H -3.33150 6.12947 -22.51424 0.11
H -3.85992 7.78241 -22.41023 0.07
H -2.52396 6.86166 -20.51255 0.08
C -8.34159 4.43948 -22.88112 -0.09
C -6.84045 4.66706 -22.91509 -0.33
O -6.34992 4.99254 -21.61801 -0.10
H -8.71191 4.14498 -23.86591 0.07
H -8.85175 5.35016 -22.56194 0.07
H -8.54408 3.63214 -22.17826 0.07
H -6.57506 5.44645 -23.63489 0.10
H -6.36516 3.72622 -23.19700 0.11
H -6.47773 5.95914 -21.51988 0.04

---

8
Properties=species:S:1:pos:R:3:lowdin_charge:R:1 method="wB97M-V/def2-TZVPD" relative_energy_kcal_mol=7.4 charge=-2
C 2.09389 0.24442 -0.31106 -0.48
O -0.16916 1.20616 0.92446 -0.78
O -2.38024 -1.60258 0.86655 -0.66
O -2.91958 -0.35167 -1.26737 -0.67
P 1.34886 1.27212 0.84104 0.41
P -2.55313 -0.25057 0.20583 0.37
H 3.08962 0.03703 -0.38653 -0.16
H 1.48974 -0.55491 -0.87292 -0.03

---

51
Properties=species:S:1:pos:R:3:lowdin_charge:R:1 method="wB97M-V/def2-TZVPD" relative_energy_kcal_mol=60.2 charge=+1
Al -1.37792 0.50335 -2.08704 0.99
As 0.26366 2.66682 5.07797 0.91
F 0.72910 2.74973 6.79486 -0.28
F -0.28508 4.45961 5.24984 -0.32
F -0.14199 2.65766 3.42135 -0.27
F 0.76829 0.90370 5.09358 -0.32
F -1.44760 2.05731 5.45841 -0.33
F 1.90304 3.22759 4.65345 -0.29
N 2.97915 3.34965 -4.04333 -0.12
S 3.89282 4.39661 -3.49336 0.47
O 3.77112 5.81690 -3.91976 -0.15
O 5.26219 3.86735 -3.31220 -0.14
F 3.36900 4.52111 -2.01963 -0.13
S 3.80171 3.39004 -5.58498 0.65
O 4.86873 2.37255 -5.77536 -0.22
O 3.88522 4.67376 -6.24174 -0.20
F 2.59632 2.67805 -6.40649 -0.19
C 5.24929 -2.33935 0.43324 -0.02
C 4.34091 -2.08472 -0.82974 -0.38
C 4.45672 -3.18445 -1.87845 -0.20
O 3.47046 -2.94106 -2.86905 -0.14
C 3.83140 -3.63891 -4.01453 -0.12
N 3.09390 -2.13590 -0.18405 0.14
H 6.30464 -2.14322 0.24384 0.09
H 5.26234 -3.34802 0.84615 0.10
H 5.14538 -1.55662 1.18465 0.09
H 4.43804 -1.13452 -1.35489 0.16
H 4.35396 -4.24190 -1.63483 0.15
H 5.48160 -2.98594 -2.19202 0.14
H 4.87762 -3.65836 -4.31971 0.10
H 3.19934 -3.39708 -4.86901 0.10
H 3.64013 -4.70378 -3.88197 0.09
H 3.26933 -1.80939 0.75549 0.10
H 2.92371 -3.12683 -0.08820 0.11
C -6.54808 -1.99875 3.24997 -0.04
C -6.02049 -1.21223 1.99886 -0.37
C -6.84587 0.05794 1.79866 -0.16
O -6.19784 0.57100 0.58284 -0.18
C -6.97132 1.69726 0.21650 -0.11
N -4.54497 -0.95392 2.18673 0.14
H -7.61686 -1.79555 3.31718 0.08
H -6.09058 -1.89106 4.23343 0.09
H -6.71434 -3.01691 2.89808 0.08
H -6.16041 -1.87514 1.14500 0.14
H -6.71235 0.66223 2.69594 0.14
H -7.85899 -0.27737 1.57675 0.13
H -8.05516 1.58448 0.24220 0.10
H -6.62333 2.05130 -0.75390 0.09
H -6.61248 2.50244 0.85762 0.10
H -4.13682 -1.74540 2.66326 0.09
H -4.46661 -0.22206 2.87836 0.10

---

77
Properties=species:S:1:pos:R:3:lowdin_charge:R:1 method="wB97M-V/def2-TZVPD" spin_multiplicity=6 relative_energy_kcal_mol=52.8 charge=0
Ru -1.23995 -0.37562 -0.74463 1.28
O 0.94197 7.04724 -0.27250 -0.06
C -0.24073 6.72647 -0.54199 -0.67
O -1.31550 7.35345 -0.62830 -0.04
C -0.40066 5.15799 -0.81486 -0.08
C 0.70612 4.40507 -1.17661 0.00
C 0.55583 3.04273 -1.35898 -0.19
N -0.60211 2.39354 -1.18729 0.03
C -1.66676 3.13261 -0.86437 -0.20
C -1.62105 4.51156 -0.67686 0.06
C -2.96569 2.38062 -0.67282 -0.57
O -4.00725 2.97033 -0.46997 0.09
O -2.83786 1.08291 -0.73258 -0.24
H 1.66943 4.88828 -1.29092 0.11
H 1.40709 2.43492 -1.63373 0.02
H -2.52657 5.04357 -0.42747 0.13
N -3.60328 -1.13866 -0.90986 0.01
C -4.12162 -2.47351 -1.00114 -0.25
C -5.46862 -2.68947 -1.26168 -0.01
C -5.98185 -3.97610 -1.30581 -0.07
C -5.13413 -5.05410 -1.09052 -0.07
C -3.78706 -4.84096 -0.86094 -0.02
C -3.25373 -3.54749 -0.81068 -0.16
C -1.77839 -3.38223 -0.70083 -0.23
C -1.05084 -4.33120 0.01783 -0.05
C 0.32422 -4.45718 -0.13703 -0.05
C 0.97835 -3.68436 -1.08197 -0.10
C 0.28399 -2.67278 -1.73163 -0.21
C -1.06576 -2.42903 -1.46318 -0.17
H -3.84765 -0.58030 -1.71798 0.10
H -3.98108 -0.62540 -0.12109 0.09
H -6.11424 -1.83439 -1.42742 0.12
H -7.02997 -4.13601 -1.51843 0.11
H -5.51935 -6.06714 -1.12034 0.11
H -3.12497 -5.69135 -0.74898 0.11
H -1.57321 -5.01141 0.68298 0.12
H 0.86673 -5.19831 0.43737 0.11
H 2.02100 -3.86396 -1.30779 0.10
H 0.79518 -2.08930 -2.49070 0.09
C 1.09172 2.19854 4.04760 -0.08
C -0.42457 2.21003 3.85441 -0.22
C -0.95098 0.99309 3.15856 -0.57
N -0.56970 0.54297 2.02181 -0.03
N -1.30301 -0.54377 1.57113 -0.12
C -2.24408 -0.91332 2.40541 -0.68
N -3.11300 -1.91612 2.17123 0.14
S -2.28283 0.06611 3.83091 1.14
H 1.39798 3.10570 4.56873 0.08
H 1.60103 2.16787 3.08605 0.06
H 1.41143 1.33715 4.63879 0.08
H -0.70276 3.07666 3.24944 0.13
H -0.92808 2.31193 4.81592 0.10
H -2.94726 -2.51376 1.37923 0.07
H -3.71166 -2.24462 2.90377 0.11
Te 1.49893 -0.07649 -0.21268 1.44
C 2.98558 0.84347 0.99763 -0.49
C 3.45069 0.12604 2.09158 -0.16
C 4.41883 0.68767 2.91243 -0.09
C 4.92286 1.95228 2.63092 -0.08
C 4.45923 2.65837 1.52703 -0.06
C 3.48079 2.10831 0.70984 -0.11
C 2.82562 -0.44360 -1.84585 -0.48
C 2.96050 0.44132 -2.90974 -0.12
C 3.84146 0.15570 -3.94687 -0.07
C 4.57438 -1.02317 -3.94024 -0.08
C 4.43834 -1.91229 -2.88145 -0.08
C 3.57576 -1.61868 -1.83516 -0.16
H 3.05985 -0.86298 2.29844 0.09
H 4.78241 0.13755 3.77244 0.11
H 5.68066 2.38870 3.27132 0.11
H 4.85484 3.64202 1.30188 0.11
H 3.10022 2.66955 -0.13583 0.09
H 2.38261 1.35313 -2.95678 0.08
H 3.94724 0.85814 -4.76430 0.11
H 5.24883 -1.24814 -4.75757 0.11
H 5.00411 -2.83694 -2.86998 0.11
H 3.49204 -2.29948 -0.99627 0.09